Record 1
7
Properties=species:S:1:pos:R:3:forces:R:3 method="wB97M-V/def2-TZVPD" total_charge=+1 multiplicity=1 orbital_gap_ev=10.26 lumo_ev=-7.1 e_above_lowest_ev=0.665
C 0.506628 0.264043 0.285921 3.0 1.5 1.2
C -0.493840 -0.281825 -0.058889 -1.8 -0.4 -1.3
F -1.964231 1.005167 1.408485 -0.5 -0.2 1.3
F -0.292883 2.498438 1.514525 0.6 0.3 0.6
P -0.597065 1.129320 2.148195 -0.8 0.1 -2.1
H 1.481126 0.762095 0.373272 -0.6 -0.7 -0.1
H -1.465704 -0.392141 -0.506327 0.1 -0.7 0.3


Record 2
7
Properties=species:S:1:pos:R:3:forces:R:3 method="wB97M-V/def2-TZVPD" total_charge=+1 multiplicity=1 orbital_gap_ev=10.13 lumo_ev=-7.0 e_above_lowest_ev=0.315
C -1.088886 0.234028 0.455838 0.7 1.5 0.7
C -0.863225 -0.596864 -0.402156 -0.3 -0.1 0.6
F 1.477712 0.273523 1.181230 0.1 -0.1 -0.2
F 1.379513 0.808701 -1.168619 0.2 -1.1 0.9
P 1.340204 -0.433338 -0.192271 -0.4 1.2 -0.8
H -1.034740 1.097646 1.141136 -0.4 -0.9 -0.5
H -1.210580 -1.383696 -1.015159 0.1 -0.6 -0.7


Record 3
7
Properties=species:S:1:pos:R:3:forces:R:3 method="wB97M-V/def2-TZVPD" total_charge=0 multiplicity=1 orbital_gap_ev="8.27 / 7.56" lumo_ev="-1.2 / -2.0" e_above_lowest_ev=4.041
C -0.790869 -0.272763 0.034546 -0.6 0.4 -0.8
C 0.428405 0.479460 0.337746 1.2 -4.7 0.5
F -0.603863 -1.601261 0.235595 0.3 0.6 0.1
F 0.445276 1.737462 0.421672 -0.3 2.5 -0.4
S -2.268573 0.203425 -0.592472 2.0 -0.1 0.9
H 1.449184 -0.533472 -1.309891 -0.5 0.6 0.6
H 1.340439 -0.012853 0.872807 -2.0 0.7 -1.0


Record 4
7
Properties=species:S:1:pos:R:3:forces:R:3 method="wB97M-V/def2-TZVPD" total_charge=0 multiplicity=1 orbital_gap_ev=8.60 lumo_ev=-0.2 e_above_lowest_ev=4.533
C 1.218387 0.517533 -0.061425 0.3 0.9 -1.6
C 0.936168 -0.342611 0.792380 -2.3 -4.7 1.5
F 1.055380 1.765152 -0.280913 0.2 1.3 -0.7
F -0.073451 -0.928501 1.474723 1.4 1.3 0.0
S 1.374121 -1.039592 -0.953359 0.4 1.2 0.7
H -1.861035 0.022517 -0.447785 -1.6 -0.1 -0.2
H -2.649569 0.005502 -0.523622 1.6 0.1 0.2


Record 5
8
Properties=species:S:1:pos:R:3:forces:R:3 method="wB97M-V/def2-TZVPD" total_charge=0 multiplicity=1 orbital_gap_ev=10.37 smiles=FCC(F)(F)I lumo_ev=0.0 e_above_lowest_ev=0.665
F -0.712379 1.034043 -0.960632 -0.7 0.9 -0.6
C -0.141310 -0.033869 -0.381169 0.6 -2.0 -2.4
C -0.588584 -1.384562 -1.255217 1.8 3.4 2.4
F -1.883692 -1.303718 -1.329585 -2.4 -0.8 0.8
F -0.220589 -1.278957 -2.498075 1.7 -0.7 -1.6
I 0.196643 -3.019945 -0.054651 -0.3 0.0 -0.7
H 0.929007 0.184567 -0.320843 0.0 -0.7 0.0
H -0.585198 -0.236526 0.534589 -0.7 -0.1 2.0


Record 6
9
Properties=species:S:1:pos:R:3:forces:R:3 method="wB97M-V/def2-TZVPD" total_charge=0 multiplicity=1 orbital_gap_ev=12.76 smiles="O[C@@H](F)/C(F)=N/F" lumo_ev=0.6 e_above_lowest_ev=4.209
O -1.135755 1.154497 -0.170254 1.8 2.2 2.8
C -0.634642 0.102008 -0.788077 0.5 -2.0 -0.8
F -0.194612 0.511113 -2.062399 1.1 -0.5 0.9
C 0.446822 -0.609619 0.241888 -1.4 -2.8 -1.6
F 0.453918 -1.991765 0.309925 0.1 2.2 -0.4
N 1.000183 0.156114 1.023891 0.9 2.5 1.2
F 1.782003 -0.204416 2.104382 -0.6 -0.8 -1.1
H -0.356814 1.565052 0.459496 -2.6 -1.4 -2.1
H -1.361102 -0.682982 -1.118852 0.2 0.6 1.1


Record 7
7
Properties=species:S:1:pos:R:3:forces:R:3 method="wB97M-V/def2-TZVPD" total_charge=0 multiplicity=1 orbital_gap_ev=7.95 lumo_ev=-1.0 e_above_lowest_ev=3.461
C -0.746632 0.253003 -0.585117 -1.1 2.9 -1.3
C 0.195660 0.748144 0.384216 -1.8 -1.9 -1.9
O -1.549912 0.292858 -1.532556 4.1 -0.6 4.8
F 0.135919 2.035146 0.774190 -0.6 0.0 -0.6
I 1.467450 -0.292786 1.720138 -0.4 0.4 -0.4
H 0.509845 -1.586367 -0.069224 -1.4 0.1 -1.8
H -0.012330 -1.449998 -0.691647 1.2 -0.8 1.2


Record 8
8
Properties=species:S:1:pos:R:3:forces:R:3 method="wB97M-V/def2-TZVPD" total_charge=0 multiplicity=1 orbital_gap_ev=10.77 smiles=Fc1ncn[nH]1 lumo_ev=0.8 e_above_lowest_ev=0.000
F 2.888144 0.147613 0.000708 -0.2 0.0 0.0
C 1.604779 -0.101076 -0.000173 -2.3 -3.5 -0.1
N 0.986383 -1.368788 -0.003573 2.9 3.2 0.0
C -0.303998 -1.017710 -0.006090 0.2 0.5 0.0
N -0.550353 0.272338 -0.010715 -1.1 0.3 0.0
N 0.664334 0.841704 -0.011358 0.7 -0.2 0.1
H -1.090678 -1.743044 -0.006989 -0.3 -0.1 0.0
H 0.749106 1.847432 0.009322 0.1 -0.2 0.0


Record 9
8
Properties=species:S:1:pos:R:3:forces:R:3 method="wB97M-V/def2-TZVPD" total_charge=0 multiplicity=1 orbital_gap_ev=10.47 smiles="[H]/N=C(/C#N)NF" lumo_ev=-0.1 e_above_lowest_ev=3.471
H -0.158502 -2.122798 -0.254178 -1.7 0.0 0.0
N 0.684345 -1.632716 -0.163164 1.7 -1.2 -0.3
C 0.913850 -0.448738 -0.222298 -1.9 4.8 0.4
C 2.226466 0.191454 -0.166817 0.7 0.0 -0.2
N 3.237987 0.746708 -0.200164 -0.8 -0.4 0.2
N -0.065437 0.933354 -0.307996 2.0 -4.0 -4.0
F -1.396740 0.588239 -0.570452 0.4 -0.1 0.8
H 0.014173 1.297254 0.574519 -0.5 1.1 3.2


Record 10
7
Properties=species:S:1:pos:R:3:forces:R:3 method="wB97M-V/def2-TZVPD" total_charge=0 multiplicity=1 orbital_gap_ev="8.91 / 8.93" lumo_ev="-0.6 / -0.6" e_above_lowest_ev=4.826
C 1.651595 0.501939 0.019851 -0.5 1.2 -1.0
C -1.275176 -1.053847 0.125228 -1.7 2.7 -3.0
N 1.595935 -0.636317 0.094001 0.1 -0.5 0.4
O -1.671281 -0.188525 -0.509856 -0.2 -3.8 0.8
F -1.148945 1.462460 -0.214539 1.0 1.9 0.6
H 1.570539 1.550150 -0.282484 0.1 -0.7 0.6
H -0.722670 -1.635858 0.767801 1.2 -0.8 1.6


Record 11
8
Properties=species:S:1:pos:R:3:forces:R:3 method="wB97M-V/def2-TZVPD" total_charge=0 multiplicity=1 orbital_gap_ev=8.07 smiles="N#[PH]C=C=PF" lumo_ev=-1.3 e_above_lowest_ev=2.368
N 0.222073 -2.281375 -0.017551 -0.3 -1.1 -0.1
P 1.036249 -1.047916 0.039027 1.4 3.1 1.2
C 0.530313 0.724312 -0.192422 2.6 0.3 -1.8
C -0.714850 0.934815 -0.478377 -1.7 -0.7 -0.6
P -2.295757 0.371504 -0.638111 1.8 1.0 1.4
F -2.576229 0.476153 0.966099 -0.7 -0.1 -0.5
H 2.284248 -0.549613 0.721978 -0.6 -1.5 -0.6
H 1.513954 1.372121 -0.400642 -2.5 -0.9 1.0


Record 12
7
Properties=species:S:1:pos:R:3:forces:R:3 method="wB97M-V/def2-TZVPD" total_charge=0 multiplicity=1 orbital_gap_ev=8.81 lumo_ev=-1.1 e_above_lowest_ev=1.085
C 0.283910 -1.642355 0.297268 -0.4 -1.0 1.0
C 1.177976 -1.463976 -0.725070 2.2 5.3 0.4
N -0.582778 -1.692244 1.029954 -1.3 -0.2 1.4
F 2.109003 1.173699 -0.008332 0.5 -0.9 0.1
S 2.908918 -0.271795 0.114926 -2.8 -0.6 -1.1
H 0.684478 -0.562391 -1.222887 1.4 -1.5 -0.7
H 1.714529 -2.246078 -1.152938 0.3 -1.1 -1.1


Record 13
7
Properties=species:S:1:pos:R:3:forces:R:3 method="wB97M-V/def2-TZVPD" total_charge=0 multiplicity=1 orbital_gap_ev=6.16 lumo_ev=-0.7 e_above_lowest_ev=2.529
C -0.589810 0.303297 0.052240 1.8 -0.9 1.6
C 0.200281 -0.674809 -0.607668 0.5 -0.3 -1.4
O 0.306845 -0.611030 0.900783 -2.0 1.7 -0.4
H -1.667124 0.345337 0.233637 0.5 0.0 0.3
F -0.053218 1.616481 0.109192 -0.3 -0.2 0.0
H -0.427744 -1.534888 -0.900236 0.3 0.2 0.1
Na 2.230769 0.555613 0.212051 -0.9 -0.4 -0.2


Record 14
9
Properties=species:S:1:pos:R:3:forces:R:3 method="wB97M-V/def2-TZVPD" total_charge=-1 multiplicity=1 orbital_gap_ev=7.27 lumo_ev=3.5 e_above_lowest_ev=0.474
C -1.265081 -0.767425 0.065377 0.1 -3.1 -0.4
C -0.795342 0.489924 -0.027021 1.1 3.6 -1.7
O 2.456637 0.268895 -1.296541 -0.7 -0.7 0.6
O -1.195716 -1.689906 -0.747101 -0.5 0.6 0.8
O 2.240589 0.870747 1.005523 0.1 0.3 1.1
F -1.763807 -1.126486 1.358618 0.1 0.3 -0.4
S 1.897946 -0.101138 0.008748 0.0 0.6 -1.6
H -0.949792 1.252495 0.797704 0.2 -1.0 -1.4
H -0.625434 0.802896 -1.165309 -0.3 -0.4 2.9


Record 15
9
Properties=species:S:1:pos:R:3:forces:R:3 method="wB97M-V/def2-TZVPD" total_charge=-1 multiplicity=3 orbital_gap_ev="5.44 / 7.64" lumo_ev="4.1 / 2.1" e_above_lowest_ev=0.000
C 0.021368 1.341529 0.559306 -1.9 2.4 2.2
C 0.583057 0.173446 0.234556 1.8 -0.9 0.3
O -0.178023 -1.270597 -2.178327 0.9 0.2 -1.8
O 0.050000 2.416592 0.072509 0.6 2.5 -2.1
O -0.804941 -2.531487 -0.159622 0.0 -2.0 1.4
F -0.729021 1.349723 1.738952 -0.3 -1.1 0.6
S -0.900155 -1.288363 -0.906493 -1.6 1.0 -0.5
H 0.513489 -0.523758 1.015007 0.4 -1.3 0.5
H 1.444227 0.332918 -0.375886 0.2 -0.8 -0.7


Record 16
9
Properties=species:S:1:pos:R:3:forces:R:3 method="wB97M-V/def2-TZVPD" total_charge=+2 multiplicity=2 orbital_gap_ev="5.25 / 10.33" lumo_ev="-9.8 / -9.8" e_above_lowest_ev=0.045
H 1.630933 -0.145278 -0.228462 0.0 0.4 0.2
O 0.966787 -0.288527 -0.920905 0.2 -0.6 -0.1
Sr -1.868524 -1.995543 -3.206249 0.1 0.4 0.6
O -1.155878 -0.741771 -1.254313 -0.1 -0.4 -0.4
C -0.264971 -0.293146 -0.542864 -0.6 2.2 3.3
O -0.637975 0.310871 0.709831 -0.7 -2.2 -3.9
C 0.147326 0.755293 1.702240 1.4 0.6 0.5
F 0.031277 2.053367 1.894930 0.0 -0.4 -0.1
H 1.151024 0.344734 1.845792 -0.2 0.1 0.1


Record 17
7
Properties=species:S:1:pos:R:3:forces:R:3 method="wB97M-V/def2-TZVPD" total_charge=0 multiplicity=1 orbital_gap_ev="6.33 / 6.28" lumo_ev="-0.8 / -0.8" e_above_lowest_ev=2.544
C -0.653739 -0.748934 0.881907 -3.4 -1.5 0.0
C 0.469396 -0.223287 0.390176 -1.1 -0.7 -0.4
O -1.718860 -1.193765 1.135456 3.7 1.5 -0.6
F -0.887376 1.372006 -1.743765 0.7 -0.3 0.1
P 0.662219 0.794647 -1.715566 -0.9 0.0 0.0
H 0.749588 0.718233 0.671565 -0.2 2.8 1.1
H 1.378772 -0.718901 0.380227 1.3 -1.9 -0.1


Record 18
7
Properties=species:S:1:pos:R:3:forces:R:3 method="wB97M-V/def2-TZVPD" total_charge=+2 multiplicity=3 orbital_gap_ev="5.02 / 6.53" lumo_ev="-12.8 / -11.4" e_above_lowest_ev=0.000
C 0.626509 1.309204 2.796569 0.3 0.1 -1.1
C 0.151865 1.036942 1.621562 -0.1 0.8 2.4
O -0.464887 0.900631 0.616929 -0.2 -1.2 -2.5
H -0.070079 1.436344 3.626703 0.1 -0.2 -0.1
H 1.681832 1.563891 2.903075 -0.2 -0.2 0.1
F 0.958759 -1.621005 -1.420170 -3.4 2.1 -0.3
Pr -0.802575 -0.485123 -1.556434 3.5 -1.3 1.5


Record 19
7
Properties=species:S:1:pos:R:3:forces:R:3 method="wB97M-V/def2-TZVPD" total_charge=+3 multiplicity=7 orbital_gap_ev="4.21 / 11.68" lumo_ev="-19.0 / -15.9"
H 1.516871 -0.294742 0.035275 -0.3 0.3 0.5
C 0.517352 -0.432319 -0.388535 1.9 -0.6 -1.7
C -0.078705 -1.675146 -0.096191 -3.7 -1.1 3.0
O -0.839478 -2.342145 0.435174 2.5 1.0 -2.0
Sm -1.153204 3.426771 1.050975 0.5 -1.9 -0.5
F -0.417379 1.448312 0.401896 -0.5 1.9 0.5
H 0.454542 -0.130732 -1.438595 -0.5 0.3 0.2


Record 20
6
Properties=species:S:1:pos:R:3:forces:R:3 method="wB97M-V/def2-TZVPD" total_charge=0 multiplicity=1 orbital_gap_ev="7.66 / 7.66" lumo_ev="-2.1 / -2.1" e_above_lowest_ev=5.505
C -0.293295 -0.013253 1.386542 0.9 0.0 0.4
C 0.061202 -0.527244 -0.959060 -1.7 0.2 -0.9
F -2.418298 -1.203415 0.395848 1.2 -0.6 -0.1
P -0.783054 -1.263050 0.374514 -1.8 1.1 -1.5
H 0.799434 -0.134283 1.340638 0.2 0.4 0.4
H -0.677037 -0.010500 -1.752037 1.3 -1.1 1.8


Going through the records in order, we get E_tot values of -16820.5271 -16820.8773 -18371.7485 -18371.2564 -18358.5605 -13792.8913 -14967.5256 -9293.4163 -9289.9453 -8355.7931 -24886.5725 -17146.3427 -11285.0074 -21802.4006 -21800.1193 -11783.6253 -16156.6371 -20920.9812 -24737.5507 -14106.0063 eV.
Going through the records in order, we get maximum force values of 0.070 0.034 0.096 0.106 0.089 0.077 0.123 0.084 0.117 0.085 0.071 0.111 0.052 0.079 0.073 0.088 0.078 0.079 0.094 0.050 Eh/bohr.